Record 1
An isolated molecule of C4H6N2O, computed with the ωB97M-V functional and the def2-TZVPD basis.

Values from the calculation:
Net charge = 0
Structure (SMILES) = [H]/N=C/C(N)=C=CO
LUMO energy = 0.68 eV
Energy relative to the best compared isomer or geometry (same formula, charge and spin) = 71.4 kcal per mole
Highest occupied orbital energy = -8.3443 eV

Last column: Löwdin charge in e.
Element x y z (Å)
1 N 1.53605 -1.08123 -1.08848  0.072
2 C 0.61311 -0.23834 -0.44702  -0.346
3 C 0.66269 1.19867 -0.84132  -0.197
4 N -0.05155 2.06672 -0.24993  0.107
5 C -1.45287 -0.75424 1.03226  -0.206
6 O -1.65597 -0.48565 2.35563  0.005
7 C -0.31396 -0.62173 0.40669  0.026
8 H 2.46537 -0.69887 -1.20638  0.079
9 H 1.57009 -2.00817 -0.68534  0.089
10 H 1.37429 1.43915 -1.64522  0.110
11 H 0.11558 2.99486 -0.63716  0.048
12 H -2.59898 -0.57881 2.53194  0.095
13 H -2.31163 -1.15297 0.48974  0.118

=====

Record 2
A structure of composition C7H28N15O10Tl, computed with the ωB97M-V functional and the def2-TZVPD basis.

Values from the calculation:
Net charge = +2
LUMO energy = -11.78 eV
Highest occupied orbital energy = -13.5336 eV

Last column: Löwdin charge in e.
Element x y z (Å)
1 Tl -17.81726 -13.24498 -2.92368  0.927
2 N -22.57069 -16.00587 -2.97158  -0.592
3 O -22.71908 -16.53974 -4.06469  0.222
4 O -23.35730 -16.14313 -2.04005  0.219
5 O -21.50151 -15.50868 -2.74494  0.217
6 C -17.91297 -18.35244 -4.47727  -0.676
7 O -17.81255 -17.48690 -3.58351  0.040
8 N -18.98441 -18.76987 -5.16960  0.172
9 N -16.86548 -19.07340 -4.83934  0.159
10 H -18.83456 -19.26544 -6.03681  0.117
11 H -19.74903 -18.11150 -5.12497  0.110
12 H -16.98013 -19.93548 -5.35291  0.117
13 H -16.06671 -19.08117 -4.22126  0.123
14 C -16.34282 -9.67115 -6.75239  -0.835
15 O -17.04244 -10.13900 -5.90300  0.062
16 N -15.56933 -8.66166 -6.67992  0.188
17 N -16.25125 -10.24449 -7.90396  0.167
18 H -15.07144 -8.25023 -7.45641  0.130
19 H -15.46155 -8.27155 -5.75456  0.129
20 H -15.66230 -9.99797 -8.68656  0.121
21 H -16.96912 -10.91114 -8.14963  0.120
22 C -19.90890 -14.33860 -7.85540  -0.832
23 O -19.35961 -14.15763 -6.82557  0.083
24 N -19.36352 -14.97700 -8.80887  0.186
25 N -20.94632 -13.61801 -8.21426  0.191
26 H -18.54184 -15.48836 -8.51997  0.131
27 H -19.86273 -15.31730 -9.61825  0.129
28 H -21.29128 -13.01727 -7.47927  0.119
29 H -21.13842 -13.61858 -9.20582  0.123
30 C -22.12299 -10.55038 -4.67779  -0.798
31 O -21.23029 -10.72000 -3.93585  0.110
32 N -22.10810 -10.07061 -5.92486  0.178
33 N -23.22662 -11.15688 -4.41490  0.189
34 H -22.89159 -9.72239 -6.45871  0.118
35 H -21.20881 -9.63740 -6.07879  0.119
36 H -23.23519 -11.69565 -3.56064  0.130
37 H -24.02336 -10.92584 -4.99102  0.125
38 C -13.11285 -15.73607 -1.64445  -0.852
39 O -14.16461 -15.16835 -1.77262  0.055
40 N -12.88556 -16.91444 -1.29307  0.202
41 N -12.08278 -15.19931 -2.15191  0.177
42 H -13.59907 -17.52381 -0.91935  0.140
43 H -11.94256 -17.26163 -1.39454  0.131
44 H -11.18121 -15.65191 -2.20104  0.127
45 H -12.18717 -14.25038 -2.48165  0.134
46 C -16.80836 -7.95761 -1.20719  -0.803
47 O -17.03659 -9.11907 -1.52141  0.052
48 N -15.69515 -7.32402 -1.37355  0.179
49 N -17.73168 -7.16484 -0.88097  0.186
50 H -15.52138 -6.33238 -1.29263  0.127
51 H -14.91062 -7.90482 -1.63295  0.124
52 H -18.63078 -7.62496 -0.87608  0.137
53 H -17.56795 -6.25002 -0.48551  0.134
54 C -21.75299 -12.28834 0.98819  -0.723
55 O -20.70766 -12.24415 0.33602  0.080
56 N -22.85096 -12.92328 0.64142  0.171
57 N -22.03685 -11.55763 2.00967  0.185
58 H -23.63782 -12.97467 1.27254  0.122
59 H -22.76636 -13.60582 -0.09823  0.111
60 H -21.33378 -11.22099 2.65191  0.140
61 H -23.01476 -11.51852 2.25917  0.124

=====

Record 3
A structure of composition C28H34N8O10S3Sc, computed with the ωB97M-V functional and the def2-TZVPD basis.

Values from the calculation:
Net charge = +1
LUMO energy = -2.94 eV
Energy relative to the best compared isomer or geometry (same formula, charge and spin) = 11.7 kcal per mole
Highest occupied orbital energy = -10.8259 eV

Last column: Löwdin charge in e.
Element x y z (Å)
1 Sc -1.15451 -0.20038 -0.63669  1.098
2 N 2.23958 -6.91351 1.71165  0.132
3 C 1.51946 -5.97732 1.03522  -0.299
4 C 1.55469 -4.62825 1.43332  -0.009
5 C 0.84132 -3.68100 0.74054  -0.066
6 C 0.07663 -4.05457 -0.36357  -0.312
7 C 0.04869 -5.38146 -0.78419  -0.034
8 C 0.75968 -6.33325 -0.08815  -0.006
9 S -0.84446 -2.89565 -1.24775  0.678
10 O -1.79065 -2.19286 -0.30407  -0.368
11 O -1.48621 -3.53086 -2.35425  -0.252
12 N 0.02700 -1.61933 -1.66349  -0.176
13 C 1.40369 -1.47025 -1.61557  -0.459
14 N 2.21904 -2.46572 -1.92910  0.158
15 C 3.51962 -2.19221 -1.85325  -0.096
16 C 4.00392 -0.94580 -1.49260  -0.038
17 C 3.05702 0.01278 -1.17478  -0.109
18 N 1.75344 -0.24186 -1.21173  0.116
19 H 2.64577 -6.68771 2.60118  0.105
20 H 2.09474 -7.88808 1.51923  0.106
21 H 2.15014 -4.33999 2.29056  0.117
22 H 0.89504 -2.64578 1.05134  0.098
23 H -0.53531 -5.65649 -1.65082  0.121
24 H 0.73270 -7.36667 -0.40901  0.120
25 H 4.19427 -3.00447 -2.09852  0.119
26 H 5.06174 -0.73460 -1.45645  0.106
27 H 3.34786 1.01221 -0.86931  0.116
28 C 1.53790 5.81043 6.31114  -0.107
29 C 0.93312 4.77746 5.36957  -0.310
30 S 0.40459 3.35228 6.28732  0.641
31 O 1.57462 2.71840 6.84107  -0.296
32 O -0.69550 3.73991 7.12380  -0.288
33 C -0.24890 2.24433 5.04194  -0.203
34 C 0.82087 1.30313 4.51041  -0.129
35 N 0.26511 0.40369 3.48891  0.073
36 C 0.36335 0.60549 2.16056  -0.289
37 N -0.27011 -0.34953 1.48334  0.046
38 C -0.81555 -1.19923 2.41122  -0.016
39 C -0.48951 -0.74428 3.64275  -0.109
40 N -0.82949 -1.34228 4.90563  -0.323
41 O -0.61015 -0.69170 5.91044  0.104
42 O -1.45951 -2.37340 4.85168  0.126
43 C 1.09477 1.74637 1.55030  0.022
44 H 1.86763 6.67296 5.73429  0.082
45 H 2.39614 5.39938 6.83975  0.082
46 H 0.80297 6.14260 7.04183  0.084
47 H 1.66192 4.42672 4.63513  0.100
48 H 0.05099 5.16246 4.85609  0.104
49 H -0.69074 2.85181 4.24991  0.110
50 H -1.04375 1.69504 5.54559  0.105
51 H 1.24834 0.71430 5.31331  0.126
52 H 1.62911 1.85137 4.03161  0.119
53 H -1.39543 -2.06699 2.14812  0.130
54 H 0.65629 2.69968 1.85122  0.100
55 H 1.04821 1.66578 0.46718  0.054
56 H 2.14274 1.74343 1.85436  0.099
57 C 0.45751 -0.10079 -7.78756  -0.036
58 C -0.48225 0.06769 -6.62880  -0.246
59 C -0.59049 -0.90700 -5.64125  -0.005
60 C -1.46022 -0.75529 -4.57459  -0.031
61 C -2.22778 0.40039 -4.49853  -0.278
62 C -2.16440 1.37785 -5.48763  -0.045
63 C -1.28328 1.20652 -6.53768  -0.018
64 S -3.38722 0.52230 -3.20488  0.729
65 O -2.72364 -0.00110 -1.99257  -0.356
66 O -4.63376 -0.10136 -3.49438  -0.216
67 N -3.67757 2.10573 -3.05063  -0.121
68 C -2.70740 3.14524 -2.68669  -0.181
69 C -2.48927 3.33785 -1.18483  -0.057
70 C -1.75758 2.15344 -0.62114  -0.626
71 O -2.20391 1.47779 0.33899  -0.013
72 O -0.70971 1.74420 -1.23530  -0.085
73 H 1.07701 -0.98805 -7.67337  0.080
74 H 1.11175 0.76606 -7.88574  0.088
75 H -0.10036 -0.19486 -8.72050  0.093
76 H 0.00951 -1.80582 -5.70762  0.125
77 H -1.54521 -1.53645 -3.83160  0.090
78 H -2.79859 2.25191 -5.44173  0.118
79 H -1.22121 1.96594 -7.30725  0.125
80 H -4.64713 2.25158 -2.79514  0.137
81 H -3.07276 4.06968 -3.13197  0.132
82 H -1.75869 2.90526 -3.16418  0.121
83 H -3.42776 3.47807 -0.65067  0.133
84 H -1.87054 4.22666 -1.04098  0.139

=====

Record 4
The ion C4H10NO with charge +1, computed with the ωB97M-V functional and the def2-TZVPD basis.

Values from the calculation:
Net charge = +1
Structure (SMILES) = C=C[NH2+][C@H](C)O
LUMO energy = -3.35 eV
Energy relative to the best compared isomer or geometry (same formula, charge and spin) = 50.5 kcal per mole
Highest occupied orbital energy = -15.5825 eV

Last column: Löwdin charge in e.
Element x y z (Å)
1 C -0.80842 2.27656 -1.09093  0.090
2 C -0.00179 1.69236 -0.25970  -0.084
3 C 1.07746 -1.57965 -0.47176  0.010
4 C 0.26221 -0.85245 0.71241  -0.380
5 N -0.53307 0.38657 0.29036  0.052
6 O -0.73295 -1.66064 1.17005  0.015
7 H -0.62106 3.26771 -1.42616  0.091
8 H -1.69658 1.82166 -1.29259  0.058
9 H 0.88725 2.06134 0.28806  0.142
10 H 0.56113 -2.18019 -1.16083  0.065
11 H 1.73223 -2.37135 0.01968  0.116
12 H 1.82607 -0.98754 -0.90858  0.057
13 H 1.09167 -0.40305 1.40697  0.190
14 H -1.15516 0.03490 -0.47525  0.174
15 H -1.27464 0.52132 1.11225  0.241
16 H -0.61435 -2.02754 2.08601  0.164

=====

| no. | energy (Eh) |
| --- | --- |
| 1 | -340.681116 |
| 2 | -2028.964883 |
| 3 | -4233.043639 |
| 4 | -288.082548 |